Density functional theory data (wB97M-V/def2-TZVPD) for 2 unconnected molecules or ions with the total composition C8H10OS2.

Each line ends with the Löwdin charge.
Geometry (Å):
C1 0.18099 1.91797 -1.96711  -0.009
C2 0.44082 1.06743 -0.67483  -0.167
C3 1.69976 1.30340 -0.11327  -0.060
C4 2.10875 0.72047 1.04786  -0.084
C5 1.25400 -0.16590 1.70615  -0.063
C6 -0.03872 -0.42907 1.20291  -0.092
C7 -0.39414 0.18850 -0.02022  -0.225
C8 -1.70692 -0.09299 -0.50331  -0.629
O1 -2.04101 -0.23507 -1.69046  0.005
S1 -3.02842 -0.38748 0.80615  0.769
H1 -0.26089 2.86051 -1.75813  0.076
H2 1.06002 2.04237 -2.48763  0.036
H3 -0.43171 1.28769 -2.66262  0.090
H4 2.32228 1.97592 -0.82765  0.145
H5 3.17199 0.77914 1.33409  0.117
H6 1.53219 -0.65278 2.66102  0.116
H7 -0.78998 -1.07449 1.71228  0.056
H8 -4.00198 -0.11642 -0.09241  -0.117
S2 -1.02429 -3.94551 0.78909  0.430
H9 -0.34151 -2.70569 0.99959  -0.207
H10 0.28878 -4.33798 0.53851  -0.186

Summary:
SMILES = Cc1ccccc1C(=O)S.S
Energy above the lowest of the compared OMol25 structures with the same formula, charge and spin = 4.8 kcal per mole
2S+1 = 1

Density functional theory data (wB97M-V/def2-TZVPD) for a molecular structure, CINO2.

Each line ends with the Löwdin charge.
Geometry (Å):
O1 -1.17352 -0.87187 0.34567  -0.252
C1 -0.10073 -0.23812 0.53879  -1.120
O2 0.84952 -0.72715 1.24426  -0.245
N1 0.03685 1.10795 -0.05098  -0.570
I1 0.38788 0.72919 -2.07773  0.188

Summary:
Charge = -2
2S+1 = 1

Density functional theory data (wB97M-V/def2-TZVPD) for a single C6H13BO molecule.

Each line ends with the Löwdin charge.
Geometry (Å):
C1 2.83059 0.12544 -2.07572  -0.104
C2 2.06238 -0.30574 -0.82027  -0.216
C3 0.58885 0.17756 -0.74004  -0.118
C4 -0.00297 0.24072 0.61193  -0.385
O1 0.63186 0.41716 1.62541  0.116
B1 -1.50592 0.03503 0.91599  -0.319
C5 -1.97885 -1.37283 1.45040  -0.018
C6 -2.39377 1.29483 1.15135  -0.018
H1 3.37167 1.05909 -1.88906  0.076
H2 2.18662 0.37453 -2.84250  0.037
H3 3.53900 -0.56077 -2.48711  0.064
H4 2.63037 -0.28340 0.09006  0.104
H5 2.00613 -1.31925 -1.07048  0.077
H6 0.35124 1.12313 -1.30608  0.146
H7 -0.02991 -0.58352 -1.29941  0.137
H8 -1.22454 -2.11265 1.19018  0.061
H9 -3.02813 -1.63400 1.20434  0.076
H10 -2.05781 -1.41128 2.52561  0.070
H11 -2.52422 2.03134 0.30249  0.086
H12 -2.05514 1.84036 1.97659  0.046
H13 -3.39747 0.86424 1.48632  0.083

Summary:
SMILES = CCCC(=O)B(C)C
Energy above the lowest of the compared OMol25 structures with the same formula, charge and spin = 28.1 kcal per mole
2S+1 = 1

Density functional theory data (wB97M-V/def2-TZVPD) for a single C3H4ClNO molecule.

Each line ends with the Löwdin charge.
Geometry (Å):
C1 1.49546 -0.17804 0.03474  -0.124
C2 0.19518 0.19104 -0.61711  -0.115
C3 -0.95467 0.00754 0.06094  -0.673
Cl1 -0.82053 -0.46190 1.76194  0.667
N1 -2.18144 0.34987 -0.38278  -0.111
O1 -3.21452 0.33628 0.23043  0.007
H1 2.15263 -0.22105 -0.88166  0.094
H2 1.25498 -1.07593 0.69386  0.065
H3 1.76906 0.64086 0.73277  0.094
H4 0.30384 0.41133 -1.63315  0.098

Summary:
SMILES = C/C=C(\Cl)N=O
Energy above the lowest of the compared OMol25 structures with the same formula, charge and spin = 81.5 kcal per mole
2S+1 = 1

Density functional theory data (wB97M-V/def2-TZVPD) for a single C13H16N2O5 molecule.

Each line ends with the Löwdin charge.
Geometry (Å):
N1 -1.90860 2.18265 -0.14804  0.028
C1 -0.76298 1.32690 -0.50716  -0.236
C2 0.33362 1.32322 0.76327  -0.097
C3 0.69267 2.74188 1.10445  -0.269
C4 2.12121 2.96739 1.21220  -0.055
C5 2.61813 4.12706 1.66865  -0.135
C6 1.79056 5.08764 2.13548  -0.088
C7 0.43245 4.78412 2.18709  -0.086
C8 -0.15257 3.68700 1.59400  -0.068
C9 -1.05278 -0.12045 -1.11664  -0.262
O1 -1.83784 -0.22417 -2.12721  0.045
N2 -0.48501 -1.23806 -0.57939  0.107
C10 -0.56519 -2.48229 -1.08647  -0.284
C11 0.24963 -3.50198 -0.24166  -0.012
C12 1.59787 -3.08998 0.25065  -0.484
O2 1.84932 -2.08966 0.93518  0.064
O3 2.53502 -3.83762 -0.31694  0.165
C13 -1.92229 -3.02278 -1.43990  -0.436
O4 -2.28322 -4.16261 -1.11766  0.071
O5 -2.76650 -2.34850 -2.27343  0.101
H1 -2.49265 1.67013 0.51976  0.085
H2 -2.67211 2.25806 -0.88457  0.114
H3 -0.25489 1.86073 -1.24017  0.111
H4 -0.02919 0.67348 1.65184  0.143
H5 1.38447 0.82146 0.27904  0.144
H6 2.63627 1.84989 1.18506  0.156
H7 3.69106 4.37093 1.61130  0.117
H8 2.16045 6.00018 2.49728  0.092
H9 -0.16023 5.59124 2.51886  0.088
H10 -1.31048 3.74533 1.60842  0.137
H11 0.55045 -1.18134 -0.00741  0.195
H12 -0.25830 -2.53719 -2.08272  0.160
H13 -0.43823 -3.89423 0.63729  0.189
H14 0.55686 -4.40551 -0.83728  0.147
H15 3.36911 -3.59054 -0.04009  0.093
H16 -2.23350 -1.51063 -2.26798  -0.040

Summary:
SMILES = N[C@@H](Cc1ccccc1)C(=O)N[C@@H](CC(=O)O)C(=O)O
Energy above the lowest of the compared OMol25 structures with the same formula, charge and spin = 112.8 kcal per mole
2S+1 = 1

Density functional theory data (wB97M-V/def2-TZVPD) for a gas-phase ion, C10H15NO5PS2 (charge +1).

Each line ends with the Löwdin charge.
Geometry (Å):
O1 -3.58896 0.89587 1.15028  0.187
C1 -2.55499 1.38848 1.48627  -0.443
O2 -2.59366 2.31740 2.51579  0.108
C2 -1.24957 0.91823 0.78751  0.006
C3 -0.70743 -0.41786 1.06382  0.111
C4 0.50796 -0.91643 0.38802  -0.164
C5 0.95968 -2.36606 0.72797  -0.195
C6 2.41769 -2.49538 1.31855  -0.268
C7 2.97822 -3.93141 0.87543  -0.515
S1 1.76920 -5.23829 1.37635  0.690
N1 1.11524 -0.06674 -0.51368  -0.352
S2 2.53098 -0.58310 -1.40569  0.925
C8 0.65175 1.21226 -0.81489  -0.024
C9 -0.53246 1.75385 -0.19127  -0.154
C10 -0.98727 3.18886 -0.64232  -0.123
P1 -1.98413 2.91502 -2.22452  0.555
O3 -0.97126 2.60000 -3.28084  -0.305
O4 -2.86722 1.52070 -1.97160  -0.148
O5 -2.94613 4.19573 -2.57538  -0.113
H1 -2.22746 3.17900 2.24121  0.118
H2 -1.25944 -1.07254 1.78385  0.148
H3 0.26065 -2.76682 1.51405  0.113
H4 0.77162 -2.99355 -0.18577  0.120
H5 3.13264 -1.70845 0.97381  0.067
H6 2.41613 -2.44513 2.44517  0.123
H7 3.04870 -3.95342 -0.25016  0.078
H8 3.95747 -4.15172 1.36200  0.085
H9 0.63165 -5.13245 0.61845  -0.130
H10 3.54593 0.19335 -0.86570  -0.053
H11 1.18153 1.85175 -1.56336  0.145
H12 -0.05175 3.75932 -0.85765  0.117
H13 -1.59698 3.67423 0.16121  0.096
H14 -2.27933 0.75145 -2.09233  0.086
H15 -3.47903 3.92384 -3.35458  0.108

Summary:
SMILES = O=C(O)c1cc(CCCS)[n+](S)cc1CP(=O)(O)O
Charge = +1
2S+1 = 1

Number 1: lowest unoccupied orbital energy -0.13 eV, molar mass 186.30 Da, orbital gap 9.5 eV. Number 2: lowest unoccupied orbital energy 5.70 eV, molar mass 184.92 Da, orbital gap 3.5 eV. Number 3: lowest unoccupied orbital energy 0.53 eV, molar mass 111.98 Da, orbital gap 9.6 eV. Number 4: lowest unoccupied orbital energy -1.03 eV, molar mass 105.52 Da, orbital gap 8.0 eV. Number 5: lowest unoccupied orbital energy 0.18 eV, molar mass 280.28 Da, orbital gap 9.3 eV. Number 6: lowest unoccupied orbital energy -5.04 eV, molar mass 324.34 Da, orbital gap 6.9 eV.